{"formula": "C17H33N3PdSSb", "method": "the ωB97M-V functional and the def2-TZVPD basis", "relative_energy_ev": 0.6914, "s_squared": 2.009, "lumo_energy_ev": [-1.859, -4.636], "multiplicity": 3, "total_charge": 1, "homo_energy_ev": [-10.4310, -11.0084], "energy_ha": -1597.83700, "symbols": ["Pd", "C", "N", "C", "C", "C", "C", "C", "C", "C", "C", "H", "H", "H", "H", "H", "H", "H", "H", "H", "H", "H", "H", "C", "N", "C", "C", "S", "N", "C", "C", "H", "H", "H", "H", "H", "H", "H", "H", "H", "H", "H", "H", "C", "Sb", "C", "C", "H", "H", "H", "H", "H", "H", "H", "H", "H"], "xyz": [[0.35828, 0.06476, -0.78794], [2.34932, -1.68561, -2.20905], [2.61624, -0.88886, -1.00689], [3.77037, -0.01528, -1.18088], [2.74143, -1.70673, 0.20845], [2.04243, -1.08596, 1.39683], [2.51342, -1.31101, 2.68685], [1.83352, -0.80368, 3.78404], [0.67163, -0.07043, 3.59914], [0.19366, 0.15745, 2.31251], [0.87295, -0.35268, 1.21677], [3.12097, -2.44888, -2.37214], [2.32432, -1.02565, -3.07561], [1.38308, -2.18172, -2.11930], [4.70090, -0.58909, -1.27103], [3.85187, 0.65128, -0.32103], [3.64741, 0.58007, -2.08564], [3.79488, -1.88463, 0.44749], [2.27509, -2.67760, 0.02266], [3.42442, -1.88179, 2.82886], [2.21108, -0.97018, 4.78419], [0.13737, 0.32836, 4.45217], [-0.72524, 0.72475, 2.19386], [-3.07605, -2.39119, 1.90648], [-2.82593, -2.38717, 0.46741], [-2.44487, -3.67269, -0.09850], [-2.59492, -1.23942, -0.18977], [-1.54373, -1.25356, -1.55360], [-3.27074, -0.14787, 0.22138], [-2.91518, 1.19525, -0.20278], [-4.59280, -0.26117, 0.83029], [-2.42211, -3.13100, 2.36753], [-4.10933, -2.64650, 2.14728], [-2.83791, -1.41915, 2.33237], [-3.07333, -4.43946, 0.35217], [-1.39661, -3.90750, 0.10212], [-2.60099, -3.67658, -1.17272], [-1.84381, 1.35039, -0.06437], [-3.45267, 1.91176, 0.41580], [-3.17036, 1.36519, -1.25142], [-4.97455, -1.27206, 0.71975], [-5.27222, 0.41264, 0.30835], [-4.58242, 0.01161, 1.88696], [0.96524, 3.26961, 0.06747], [0.89463, 2.31775, -1.86043], [2.60821, 3.34255, -2.64582], [-0.61535, 3.55798, -2.75077], [0.76548, 4.33729, -0.01279], [1.95995, 3.12016, 0.48616], [0.24414, 2.80004, 0.73321], [2.40540, 4.40778, -2.55303], [2.75963, 3.09645, -3.69444], [3.49983, 3.09230, -2.07604], [-0.28920, 4.59398, -2.67920], [-1.57098, 3.44320, -2.24405], [-0.73584, 3.29248, -3.79931]]}